A molecular structure, C29H17AsF5N3PdSSe at a distorted geometry. Source: the Open Molecules 2025 dataset; level of theory: wB97M-V/def2-TZVPD.

Geometry (Å):
1 Pd 0.156105 0.139472 -1.666138
2 S 2.368205 -0.531828 -1.893738
3 C 3.069605 -0.223528 -0.331638
4 C 4.456505 -0.095628 -0.233038
5 C 5.048905 0.151972 0.987962
6 C 4.268505 0.278672 2.130262
7 C 2.895605 0.112872 2.052762
8 C 2.286105 -0.162428 0.835062
9 As 0.370605 -0.420628 0.637162
10 C 0.151805 -2.343628 0.387562
11 C -1.155595 -2.811528 0.257862
12 C -1.388695 -4.125528 -0.102538
13 C -0.319095 -4.975728 -0.338738
14 C 0.980205 -4.518128 -0.197238
15 C 1.218905 -3.203028 0.162862
16 C -0.294495 -0.202128 2.476862
17 C -0.665895 1.048772 2.959362
18 C -1.070095 1.188672 4.277362
19 C -1.112895 0.084272 5.112462
20 C -0.753695 -1.164528 4.631362
21 C -0.344395 -1.312128 3.317862
22 H 5.042605 -0.179728 -1.136038
23 H 6.122905 0.247772 1.054362
24 H 4.726805 0.497272 3.082262
25 H 2.280005 0.185972 2.943862
26 H -1.983395 -2.124428 0.439262
27 H -2.400895 -4.478928 -0.229838
28 H -0.499195 -5.993028 -0.652938
29 H 1.813505 -5.175928 -0.391238
30 H 2.234905 -2.832028 0.263862
31 H -0.630295 1.910072 2.299762
32 H -1.357095 2.159972 4.650362
33 H -1.428395 0.193872 6.138962
34 H -0.793395 -2.028128 5.277862
35 H -0.049495 -2.286428 2.939162
36 F -1.290195 -1.748328 -2.671038
37 C -2.296095 -0.864928 -2.353538
38 C -1.889895 0.337772 -1.785438
39 C -2.901095 1.228272 -1.459838
40 F -2.565295 2.402072 -0.888738
41 C -4.247095 0.947072 -1.693538
42 F -5.205895 1.831472 -1.386438
43 C -4.602595 -0.278328 -2.251938
44 F -5.889195 -0.568628 -2.482238
45 C -3.617395 -1.205328 -2.586838
46 F -3.953495 -2.390128 -3.115438
47 Se 0.731305 3.860172 0.790162
48 N 0.459005 4.969172 -0.560838
49 C 0.439705 4.270072 -1.688838
50 C 0.249405 4.762072 -2.985338
51 C 0.239405 3.858272 -4.034038
52 C 0.411305 2.501372 -3.800438
53 N 0.583805 2.003472 -2.573438
54 C 0.603305 2.844072 -1.527138
55 N 0.792405 2.422072 -0.277638
56 H 0.127905 5.820572 -3.143438
57 H 0.127105 4.198272 -5.052638
58 H 0.448805 1.788772 -4.614738

Cartesian forces, eV/Å:
Pd -0.5 0.1 -0.2
S -0.1 0.2 -0.2
C -0.2 -0.2 0.3
C -0.2 0.0 0.0
C 0.0 0.0 0.2
C 0.1 0.0 0.1
C -0.3 -0.1 0.0
C 0.3 0.1 0.1
As 0.4 -1.3 0.2
C 0.0 0.0 0.4
C 0.1 0.3 0.2
C -0.1 0.0 0.0
C 0.0 -0.1 -0.1
C 0.0 0.0 -0.1
C 0.1 0.3 0.2
C 0.0 0.1 -0.4
C 0.1 -0.1 -0.2
C 0.0 0.1 0.0
C 0.0 0.0 0.0
C 0.0 0.0 0.0
C 0.2 0.0 -0.3
H 0.1 0.0 0.0
H 0.1 0.1 0.0
H 0.1 0.0 0.1
H 0.1 0.0 0.0
H 0.0 -0.2 -0.1
H -0.1 0.0 0.0
H 0.0 -0.1 0.0
H 0.1 -0.1 0.0
H -0.1 -0.1 0.0
H -0.1 -0.1 0.1
H 0.0 0.1 0.0
H 0.0 0.0 0.1
H 0.0 -0.1 0.1
H -0.1 0.1 0.1
F -1.0 0.1 -0.1
C 0.3 0.2 0.1
C -0.3 -0.4 0.0
C 0.4 -0.5 -0.2
F -0.2 0.2 0.1
C 0.2 -0.2 0.0
F 0.1 -0.1 0.0
C 0.2 0.0 0.0
F 0.1 0.1 0.1
C 0.2 0.0 0.0
F 0.0 0.2 0.1
Se 0.0 -0.4 -1.6
N 0.0 0.6 -0.1
C 0.0 -0.6 1.2
C -0.1 -0.3 -1.4
C 0.0 1.8 0.5
C 0.5 -1.3 1.8
N -0.5 -0.3 -2.2
C 0.3 1.1 1.3
N 0.0 0.8 0.2
H -0.1 0.1 -0.1
H -0.1 0.1 0.0
H -0.1 0.0 0.1

Output
LUMO energy, Eh: -0.0722
Relative energy (zero: lowest compared OMol25 entry of this formula, charge and spin), kJ/mol: 192.1
DFT total energy, eV: -188903.861
Multiplicity: 1
Largest force on an atom, eV/A: 2.31
Orbital gap, eV: 5.252

C21H19ClN4O2 in the gas phase at a distorted geometry. Source: the Open Molecules 2025 dataset; level of theory: wB97M-V/def2-TZVPD.

Geometry (Å):
1 N 0.162005 -3.738869 1.622377
2 C -0.372655 -3.002148 0.920749
3 C -1.005930 -2.093210 0.071411
4 N -1.504104 -2.460566 -1.161920
5 C -1.989335 -1.397467 -1.680983
6 C -2.663048 -1.234337 -3.004099
7 O -2.540453 -2.356222 -3.826855
8 C -1.294546 -2.734599 -4.253834
9 C -0.124134 -2.018055 -4.044365
10 C 1.074680 -2.496244 -4.548837
11 C 1.120186 -3.677859 -5.263331
12 C -0.049500 -4.390620 -5.476226
13 C -1.248013 -3.925081 -4.977137
14 O -1.860120 -0.287983 -0.882109
15 C -1.240165 -0.733726 0.237710
16 N -1.063081 0.118144 1.273458
17 C -0.170956 -0.227692 2.362403
18 C 1.227311 0.344930 2.076571
19 N 1.178127 1.774866 1.864703
20 C 1.311262 2.657475 2.928113
21 C 1.375716 2.237221 4.261044
22 C 1.568109 3.147719 5.282726
23 C 1.693695 4.500935 5.026505
24 C 1.640843 4.918280 3.706991
25 Cl 1.815761 6.600177 3.336220
26 C 1.461471 4.025420 2.670128
27 C 0.295109 2.096772 0.764047
28 C -1.118015 1.547553 1.035958
29 H -2.283318 -0.321551 -3.490631
30 H -3.741491 -1.109839 -2.847081
31 H -0.125368 -1.092068 -3.489668
32 H 1.980466 -1.933016 -4.376979
33 H 2.059215 -4.043038 -5.650220
34 H -0.026099 -5.315804 -6.032360
35 H -2.168132 -4.466082 -5.129470
36 H -0.132137 -1.308878 2.483289
37 H -0.580534 0.221435 3.272212
38 H 1.921300 0.105284 2.879740
39 H 1.609282 -0.113545 1.156705
40 H 1.268410 1.196190 4.519022
41 H 1.608693 2.794589 6.302039
42 H 1.833781 5.212154 5.823396
43 H 1.466236 4.399043 1.659228
44 H 0.238126 3.172103 0.613729
45 H 0.695138 1.636471 -0.146616
46 H -1.781273 1.751002 0.195857
47 H -1.522514 2.020737 1.936389

Cartesian forces, eV/Å:
N 0.1 -0.2 0.2
C 0.3 -0.4 0.3
C -0.3 1.5 -0.2
N -0.5 0.0 -0.8
C 0.2 -0.9 0.2
C -0.2 0.5 -0.1
O 0.1 -0.1 0.1
C 0.2 -0.2 -0.3
C -0.3 0.2 0.1
C 0.1 -0.1 -0.1
C 0.2 0.0 0.0
C 0.0 0.0 0.0
C -0.2 0.2 0.1
O 0.1 0.1 0.2
C 0.2 -0.9 0.4
N -0.4 0.2 -0.4
C 0.4 -0.2 0.1
C -0.2 -0.2 0.2
N 0.2 -0.2 -0.3
C 0.1 0.2 0.3
C 0.0 -0.2 -0.1
C 0.0 0.2 0.0
C 0.0 0.0 0.0
C -0.1 -0.2 0.1
Cl 0.0 0.2 0.0
C -0.1 0.1 0.0
C -0.4 0.1 0.0
C 0.1 0.4 -0.3
H -0.1 -0.1 0.0
H 0.2 0.1 -0.1
H 0.0 0.1 0.1
H 0.1 0.0 0.0
H 0.1 0.0 0.0
H 0.0 -0.1 0.0
H -0.1 -0.1 0.0
H 0.0 0.1 0.1
H 0.0 -0.1 0.0
H 0.0 0.0 0.0
H 0.0 0.0 0.1
H 0.0 -0.1 0.0
H 0.0 0.0 0.1
H 0.0 0.1 0.1
H 0.0 0.0 -0.1
H 0.0 0.0 -0.1
H -0.1 0.1 0.0
H 0.0 0.1 0.1
H 0.0 0.0 -0.1

Output
LUMO energy, Eh: 0.0145
Relative energy (zero: lowest compared OMol25 entry of this formula, charge and spin), kJ/mol: 91.7
SMILES: N#Cc1nc(COc2ccccc2)oc1N1CCN(c2cccc(Cl)c2)CC1
DFT total energy, eV: -44662.245
Multiplicity: 1
Largest force on an atom, eV/A: 1.54
Orbital gap, eV: 8.324

C5H8O in the gas phase. Source: the Open Molecules 2025 dataset; level of theory: wB97M-V/def2-TZVPD.

Geometry (Å):
1 C 1.979117 1.088048 -0.526187
2 C 1.448484 0.306249 0.222563
3 C 0.472509 -0.562514 0.890269
4 O 0.852208 -1.930862 0.865858
5 C -0.958110 -0.303626 0.271279
6 C -1.078884 0.596584 -0.978251
7 H 2.390795 1.806673 -1.198693
8 H 0.431677 -0.313552 1.957358
9 H 1.229444 -2.130949 -0.001752
10 H -1.352403 -1.304801 0.074163
11 H -1.573285 0.109310 1.076391
12 H -0.103818 0.997076 -1.255619
13 H -1.723150 1.464228 -0.802398
14 H -1.460958 0.061756 -1.852060

Cartesian forces, eV/Å:
C 0.1 -0.3 0.5
C 0.2 0.4 -0.4
C -0.1 0.3 0.0
O 0.1 0.0 -0.3
C 0.0 -0.1 0.1
C 0.0 0.0 0.0
H 0.2 -0.1 0.2
H 0.0 0.0 -0.2
H -0.1 0.0 0.2
H 0.0 0.1 0.0
H 0.1 -0.1 -0.1
H -0.3 -0.1 -0.1
H 0.0 -0.2 0.0
H 0.0 0.0 0.2

Output
LUMO energy, Eh: 0.0362
Relative energy (zero: lowest compared OMol25 entry of this formula, charge and spin), kJ/mol: 256.2
SMILES: C#C[C@H](O)CC
DFT total energy, eV: -7359.600
Multiplicity: 1
Largest force on an atom, eV/A: 0.64
Orbital gap, eV: 11.116

C3H5NO2S in the gas phase at a distorted geometry. Source: the Open Molecules 2025 dataset; level of theory: wB97M-V/def2-TZVPD.

Geometry (Å):
1 O 1.710463 -1.436826 -0.567950
2 C 1.451874 -0.255694 -0.594014
3 C 0.690518 0.398138 0.517654
4 O 0.325215 -0.551425 1.483719
5 C -0.554179 1.042398 -0.104368
6 N -1.697125 0.570411 -0.341114
7 S -2.021230 -1.084218 0.019210
8 H 1.754422 0.351974 -1.469099
9 H 1.253284 1.207200 0.996605
10 H 0.749199 -1.375909 1.180685
11 H -0.537942 2.106739 -0.387985
12 H -3.124494 -0.972788 -0.733344

Cartesian forces, eV/Å:
O -0.2 0.5 0.2
C 0.7 -0.6 -0.7
C -1.2 0.1 0.5
O 0.4 0.0 -0.3
C -0.2 1.3 -0.2
N 0.2 -1.1 0.3
S -0.4 0.5 -0.4
H -0.1 0.1 0.2
H 0.2 0.0 -0.2
H -0.1 -0.1 0.2
H 0.7 -0.3 0.2
H -0.1 -0.4 0.1

Output
LUMO energy, Eh: 0.0147
Relative energy (zero: lowest compared OMol25 entry of this formula, charge and spin), kJ/mol: 180.2
SMILES: O=C[C@H](O)/C=N\S
DFT total energy, eV: -19610.643
Multiplicity: 1
Largest force on an atom, eV/A: 1.34
Orbital gap, eV: 9.500

Which formula does entry 4 have? C3H5NO2S